[1]
Computed, not measured: a structure of composition C28H32N3OPdS in a non-equilibrium geometry, with ωB97M-V with the def2-TZVPD basis set.

Structure (XYZ):
```
66
C28H32N3OPdS (ωB97M-V with the def2-TZVPD basis set)
Pd -0.0505 0.2471 -0.1021
C 4.8667 -1.9823 0.7046
C 5.2179 -0.6120 0.1201
C 4.3844 -0.2845 -1.0954
C 5.0953 -0.2654 -2.2900
C 4.4897 -0.1083 -3.5205
C 3.1163 0.0160 -3.5786
C 2.3563 0.0433 -2.4208
C 0.8702 0.2137 -2.6163
C 0.4434 1.6908 -2.5060
C 2.9723 -0.0770 -1.1388
N 2.1199 0.0027 -0.0499
C 2.4661 0.1118 1.2113
C 1.5586 0.0304 2.2750
C 1.8409 0.0710 3.6692
C 0.6457 -0.1286 4.3129
C -0.3348 -0.2730 3.2997
N 0.2036 -0.1767 2.1004
H 5.4852 -2.1878 1.5755
H 5.0623 -2.7480 -0.0420
H 3.8208 -2.0488 0.9976
H 6.2622 -0.6419 -0.1965
H 5.1673 0.1683 0.8807
H 6.1691 -0.3826 -2.2537
H 5.0837 -0.1065 -4.4209
H 2.6287 0.0913 -4.5403
H 0.2882 -0.4083 -1.8760
H 0.6164 -0.1453 -3.6173
H 0.7914 2.1322 -1.5626
H -0.6450 1.7730 -2.5724
H 0.8802 2.2694 -3.3193
H 3.4921 0.2839 1.5148
H 2.8071 0.2246 4.1071
H 0.4653 -0.1768 5.3689
H -1.3881 -0.4460 3.4362
N -2.1321 -0.2514 -0.2819
S -3.1941 0.5902 -1.1161
C -4.6779 -0.4485 -1.0532
C -5.3393 -0.6820 0.1407
C -6.3724 -1.6031 0.1693
C -6.7373 -2.2804 -0.9834
C -6.0703 -2.0360 -2.1724
C -5.0347 -1.1176 -2.2113
C -3.7882 1.9447 -0.0536
C -4.8235 2.7375 -0.5186
C -5.2532 3.7994 0.2583
C -4.6506 4.0489 1.4817
C -3.6075 3.2540 1.9280
C -3.1618 2.1959 1.1529
H -2.5180 -0.7307 0.5291
H -5.0591 -0.1553 1.0414
H -6.8857 -1.8027 1.0966
H -7.5467 -2.9930 -0.9567
H -6.3428 -2.5717 -3.0677
H -4.5006 -0.9248 -3.1285
H -5.2876 2.5252 -1.4699
H -6.0559 4.4290 -0.0898
H -5.0006 4.8676 2.0889
H -3.1417 3.4612 2.8795
H -2.3261 1.5808 1.4739
C -0.2482 3.9819 0.4179
O -0.0085 2.6525 0.8536
H 0.6681 4.4394 0.0290
H -0.6433 4.5977 1.2297
H -0.9938 3.9281 -0.3735
H 0.5811 2.6836 1.6195
```

Computed properties:
- HOMO energy (eV) = -10.1
- total charge = +1
- gap between HOMO and LUMO (eV) = 5.610

[2]
Computed, not measured: a cluster of 2 separate species, C28H32N4O2 in total in a non-equilibrium geometry, with ωB97M-V with the def2-TZVPD basis set.

Structure (XYZ):
```
66
C28H32N4O2 (ωB97M-V with the def2-TZVPD basis set)
O -3.0859 4.1491 0.9221
C -2.4015 5.0276 0.4084
C -1.2445 4.8525 -0.4513
N -0.5959 5.9331 -0.9781
C 0.4442 5.4201 -1.6851
C 0.4007 3.9976 -1.5670
N -0.6637 3.6619 -0.8031
H -2.5870 6.1155 0.5421
H 1.1657 6.0099 -2.2406
H 1.0939 3.2940 -2.0091
C 2.1835 -3.8000 1.2669
N 1.6125 -2.4968 1.5160
C 2.0939 -1.7421 2.5592
O 2.8966 -2.1213 3.4069
C 1.4832 -0.3634 2.4435
C 2.5470 0.6922 2.1440
C 3.3640 0.3372 0.9244
C 4.4264 -0.5662 1.0364
C 5.1571 -0.9453 -0.0884
C 4.8382 -0.4107 -1.3417
C 3.8044 0.5250 -1.4514
C 3.0867 0.9144 -0.3174
N 0.5140 -0.5375 1.3552
C -0.0728 0.5313 0.7830
C -0.7349 0.5238 -0.4414
C -1.7707 1.4211 -0.6763
C -2.7942 1.2367 -1.6720
C -4.0605 1.8562 -1.5139
C -5.0876 1.6212 -2.4183
C -4.8729 0.7827 -3.5254
C -3.6290 0.1604 -3.6969
C -2.5984 0.3720 -2.7794
C 0.4572 -1.9230 0.8341
C -0.8731 -2.7469 1.0842
C -1.0734 -2.9303 2.5871
C -0.7525 -4.0912 0.3727
C -2.0913 -2.0454 0.5060
H 3.2517 -3.7628 1.5137
H 1.7170 -4.5712 1.8991
H 2.0652 -4.0614 0.2105
H 0.9406 -0.1408 3.3774
H 2.0699 1.6701 2.0290
H 3.2004 0.7203 3.0268
H 4.6725 -0.9811 2.0178
H 5.9677 -1.6678 0.0184
H 5.4041 -0.7141 -2.2244
H 3.5482 0.9563 -2.4206
H 2.2934 1.6636 -0.3901
H -0.0206 1.4577 1.3628
H -0.4489 -0.2032 -1.2100
H -1.9519 2.1847 0.0800
H -4.2071 2.5039 -0.6455
H -6.0638 2.0854 -2.2642
H -5.6752 0.6081 -4.2432
H -3.4579 -0.5025 -4.5480
H -1.6325 -0.1230 -2.9049
H 0.6484 -1.9104 -0.2560
H -1.1748 -1.9640 3.0934
H -1.9970 -3.4979 2.7618
H -0.2490 -3.4901 3.0434
H -0.4424 -3.9512 -0.6714
H -0.0502 -4.7700 0.8640
H -1.7288 -4.5957 0.3624
H -1.9844 -1.8735 -0.5718
H -2.9734 -2.6886 0.6466
H -2.3004 -1.0963 1.0076
```

Computed properties:
- HOMO energy (eV) = -7.1
- energy relative to the best compared isomer or geometry (same formula, charge and spin) (kJ/mol) = 317.8
- gap between HOMO and LUMO (eV) = 5.683

[3]
Computed, not measured: an isolated molecule of C28H32N4O4 in a non-equilibrium geometry, with ωB97M-V with the def2-TZVPD basis set.

Structure (XYZ):
```
68
C28H32N4O4 (ωB97M-V with the def2-TZVPD basis set)
C -5.9457 -3.5705 -1.4969
C -4.8345 -2.6843 -1.0250
C -5.0079 -1.8274 0.0537
C -3.9742 -1.0194 0.4935
C -2.7450 -1.0660 -0.1466
N -1.6808 -0.2270 0.2804
C -0.8958 -0.5075 1.3402
O 0.0194 0.2327 1.6727
C -1.2201 -1.7832 2.0955
C 0.0050 -2.2822 2.8686
C 1.0465 -2.8235 1.8979
O 1.1051 -3.9950 1.5968
N 1.8906 -1.8663 1.4234
C 2.8876 -2.0688 0.4986
C 3.2225 -3.2548 -0.2090
C 4.2875 -2.8821 -0.9730
C 5.1203 -3.6223 -1.9520
O 4.5735 -1.5884 -0.7409
N 3.7029 -1.0909 0.1769
C -1.2863 0.8502 -0.6210
C 0.2514 0.7133 -0.8314
O 0.6910 -0.3387 -1.2477
N 0.9717 1.8111 -0.5881
C 2.4193 1.8138 -0.5643
C 2.9555 1.9845 0.8705
C 3.5122 3.4054 0.9283
C 4.0596 3.6140 -0.4802
C 2.9798 3.0006 -1.3699
C -1.7459 2.2154 -0.1866
C -2.0963 2.5099 1.1243
C -2.4934 3.7900 1.4725
C -2.5447 4.7907 0.5186
C -2.1989 4.5056 -0.7926
C -1.8055 3.2279 -1.1425
C -2.5572 -1.9155 -1.2308
C -3.5965 -2.7163 -1.6603
H -6.8853 -3.3084 -1.0176
H -6.0666 -3.4912 -2.5756
H -5.7184 -4.6106 -1.2640
H -5.9637 -1.7868 0.5556
H -4.1193 -0.3490 1.3276
H -2.0356 -1.5750 2.7936
H -1.5600 -2.5510 1.3988
H 0.4220 -1.4663 3.4598
H -0.2933 -3.0983 3.5273
H 1.7075 -0.8949 1.6552
H 2.7338 -4.2013 -0.1406
H 4.9763 -3.2125 -2.9508
H 6.1740 -3.5247 -1.6969
H 4.8408 -4.6712 -1.9513
H -1.7347 0.6233 -1.5961
H 0.5180 2.5852 -0.1248
H 2.7321 0.8524 -0.9744
H 3.7456 1.2544 1.0377
H 2.1668 1.8079 1.6005
H 2.7132 4.1234 1.1262
H 4.2750 3.5223 1.6962
H 4.9925 3.0617 -0.5948
H 4.2446 4.6619 -0.7141
H 3.3663 2.6910 -2.3387
H 2.1810 3.7260 -1.5398
H -2.0528 1.7430 1.8812
H -2.7628 4.0047 2.4961
H -2.8543 5.7878 0.7933
H -2.2397 5.2799 -1.5443
H -1.5367 3.0056 -2.1655
H -1.5916 -1.9441 -1.7146
H -3.4474 -3.3804 -2.4990
```

Computed properties:
- HOMO energy (eV) = -8.7
- energy relative to the best compared isomer or geometry (same formula, charge and spin) (kJ/mol) = 134.0
- SMILES string = Cc1ccc(N(C(=O)CCC(=O)Nc2cc(C)on2)[C@H](C(=O)NC2CCCC2)c2ccccc2)cc1
- gap between HOMO and LUMO (eV) = 9.382

[4]
Computed, not measured: a structure of composition C28H33CuGeO4PS5, with ωB97M-V with the def2-TZVPD basis set.

Structure (XYZ):
```
73
C28H33CuGeO4PS5 (ωB97M-V with the def2-TZVPD basis set)
Cu -0.0953 2.1907 2.9784
S -0.4131 5.8158 5.6199
C -0.2911 4.4858 4.6344
S 0.6248 3.0594 4.9710
S -1.0113 4.3011 3.0785
O 2.6085 0.5408 0.3967
C 1.8308 1.4025 0.8595
O 1.7260 1.7108 2.0717
C 0.9761 2.1338 -0.1748
C 0.5716 1.2377 -1.3330
Ge 1.8949 -0.1122 -1.8202
C 3.7074 0.5127 -2.2479
C 4.7841 0.1264 -1.4505
C 6.0735 0.5580 -1.7215
C 6.3156 1.4089 -2.7910
C 5.2565 1.8223 -3.5822
C 3.9707 1.3707 -3.3126
C 1.9267 -1.8294 -0.8915
C 1.0395 -2.0939 0.1503
C 1.0245 -3.3305 0.7769
C 1.9110 -4.3242 0.3837
C 2.8078 -4.0736 -0.6429
C 2.8074 -2.8364 -1.2762
C 1.1670 -0.6819 -3.6287
C 0.8702 -2.0094 -3.9403
C 0.3352 -2.3766 -5.1695
C 0.0746 -1.4170 -6.1334
C 0.3423 -0.0867 -5.8475
C 0.8728 0.2646 -4.6146
H 1.6057 2.9515 -0.5444
H 0.1054 2.5895 0.3047
H 0.3757 1.8178 -2.2377
H -0.3633 0.7172 -1.1094
H 4.6021 -0.4898 -0.5808
H 6.8902 0.2467 -1.0816
H 7.3207 1.7580 -2.9960
H 5.4291 2.4994 -4.4100
H 3.1647 1.7081 -3.9499
H 0.3580 -1.3232 0.4913
H 0.3254 -3.5104 1.5838
H 1.9059 -5.2876 0.8804
H 3.5096 -4.8399 -0.9534
H 3.5075 -2.6598 -2.0867
H 1.0504 -2.7834 -3.2056
H 0.1148 -3.4196 -5.3688
H -0.3461 -1.6990 -7.0916
H 0.1256 0.6820 -6.5810
H 1.0379 1.3166 -4.4183
C -3.2800 1.4641 4.7331
C -4.0862 2.2897 3.7520
C -5.5725 1.9804 3.8107
O -3.6526 2.1868 2.3829
P -3.1235 0.9573 1.5326
S -3.3736 1.3327 -0.3597
S -1.2377 0.4532 2.0648
O -4.1158 -0.2014 2.0753
C -4.0182 -1.6141 1.8435
C -3.4244 -1.9836 0.4974
C -3.2945 -2.2686 3.0061
H -3.6558 1.6736 5.7380
H -2.2224 1.7306 4.7098
H -3.3842 0.3982 4.5364
H -3.9172 3.3462 3.9768
H -5.7497 0.9221 3.6210
H -6.1092 2.5612 3.0628
H -5.9615 2.2346 4.7981
H -5.0665 -1.9415 1.8557
H -2.3731 -1.7061 0.4347
H -3.9502 -1.4853 -0.3131
H -3.5008 -3.0655 0.3693
H -2.2486 -1.9654 3.0324
H -3.3503 -3.3543 2.9017
H -3.7598 -1.9892 3.9506
```

Computed properties:
- HOMO energy (alpha / beta) (eV) = -2.3 / -2.7
- energy relative to the best compared isomer or geometry (same formula, charge and spin) (kJ/mol) = 24.4
- total charge = -2
- gap between HOMO and LUMO (alpha / beta) (eV) = 6.559 / 6.792
- multiplicity = 2

[5]
Computed, not measured: a structure of composition C28H33FN8O4SSr in a non-equilibrium geometry, with ωB97M-V with the def2-TZVPD basis set.

Structure (XYZ):
```
76
C28H33FN8O4SSr (ωB97M-V with the def2-TZVPD basis set)
Sr -0.3034 -0.7470 0.3589
C 1.3259 -2.6539 1.4737
C -0.2107 -3.1212 1.5678
C -0.6655 -3.7221 0.2216
C -1.1435 -5.0236 0.1841
C -1.4626 -5.5881 -1.0432
C -1.2839 -4.8435 -2.1950
C -0.7829 -3.5565 -2.0696
N -0.4843 -3.0145 -0.8949
N 1.6689 -1.1747 1.6648
C 2.9718 -0.8671 1.0565
C 3.0116 -1.2249 -0.4188
C 3.9693 -2.1213 -0.8694
C 3.9778 -2.4271 -2.2241
C 3.0425 -1.8282 -3.0533
C 2.1181 -0.9527 -2.4982
N 2.0943 -0.6626 -1.2002
C 1.4342 -0.6896 3.0333
C -0.0200 -0.5461 3.5186
C -0.3286 -0.9463 4.8101
C -1.6147 -0.7148 5.2818
C -2.5589 -0.1369 4.4498
C -2.1931 0.1836 3.1495
N -0.9378 0.0218 2.7314
H 1.6355 -2.9175 0.4635
H 1.9349 -3.2307 2.1763
H -0.8763 -2.3157 1.8936
H -0.3083 -3.8868 2.3329
H -1.2703 -5.5850 1.1009
H -1.8442 -6.5997 -1.0955
H -1.5313 -5.2398 -3.1686
H -0.6392 -2.9265 -2.9393
H 3.7744 -1.3816 1.6012
H 3.1402 0.2084 1.1476
H 4.6822 -2.5617 -0.1857
H 4.7029 -3.1232 -2.6258
H 3.0202 -2.0329 -4.1145
H 1.3735 -0.4429 -3.1007
H 1.8667 0.3127 3.0959
H 1.9809 -1.3267 3.7410
H 0.4158 -1.4185 5.4374
H -1.8800 -0.9961 6.2927
H -3.5702 0.0442 4.7863
H -2.8949 0.5847 2.4283
F -2.5355 -1.1438 0.1311
N -0.0725 2.1961 -2.0440
C -0.4105 1.4176 -1.2488
C -5.2241 -6.6512 -0.2927
C -4.8832 -5.2259 0.1135
S -5.4139 -4.0872 -1.1573
O -6.8371 -4.2487 -1.3264
O -4.5493 -4.2573 -2.3038
C -5.0748 -2.5140 -0.4257
C -5.6405 -1.3926 -1.2916
N -5.1025 -0.1159 -0.8569
C -4.1253 0.5510 -1.4992
N -3.8525 1.7121 -0.9348
C -4.6657 1.8152 0.1327
C -5.4649 0.6985 0.2059
N -6.3690 0.3630 1.2319
O -6.9616 -0.7112 1.1726
O -6.5138 1.1698 2.1397
C -3.4001 0.0215 -2.6819
H -4.8666 -7.3479 0.4653
H -4.7573 -6.9063 -1.2440
H -6.3004 -6.7738 -0.3967
H -3.8049 -5.0722 0.2322
H -5.3920 -4.9256 1.0297
H -3.9928 -2.4000 -0.3136
H -5.5572 -2.4924 0.5517
H -6.7256 -1.3817 -1.2379
H -5.3465 -1.5176 -2.3314
H -4.6518 2.6536 0.8095
H -3.9747 0.1624 -3.6010
H -3.1801 -1.0385 -2.5577
H -2.4686 0.5798 -2.7603
```

Computed properties:
- HOMO energy (eV) = -8.5
- energy relative to the best compared isomer or geometry (same formula, charge and spin) (kJ/mol) = 212.1
- gap between HOMO and LUMO (eV) = 8.256

[6]
Computed, not measured: a structure of composition C28H33N3O2 in a non-equilibrium geometry, with ωB97M-V with the def2-TZVPD basis set.

Structure (XYZ):
```
66
C28H33N3O2 (ωB97M-V with the def2-TZVPD basis set)
C 3.9685 -2.8310 1.9411
C 5.1526 -1.8847 1.7408
N 4.8067 -0.5518 2.1510
C 5.7767 0.4931 2.3882
C 4.9175 1.7312 2.7468
C 3.5151 1.2600 2.5981
C 2.2859 1.8633 2.7677
C 1.1068 1.1121 2.5509
C -0.1717 1.8219 2.8711
C -1.4702 1.0597 2.8342
C -2.5988 1.8060 2.4066
C -3.8265 1.1857 2.2678
C -3.8924 -0.1946 2.5026
N -5.1445 -0.6633 2.3001
C -5.5260 -2.0230 2.5651
C -4.3165 -2.9450 2.4129
C -3.0522 -2.4328 3.1241
C -2.8137 -0.9759 2.9313
C -1.6088 -0.3041 3.1676
C -6.0857 0.4049 2.0443
C -5.1920 1.6638 1.9207
C 1.1772 -0.1921 2.0112
C 2.4032 -0.8537 1.9227
C 3.5392 -0.0921 2.2220
C 2.6168 -2.2591 1.4860
H 4.1822 -3.7620 1.4109
H 3.9075 -3.0718 3.0083
H 6.0232 -2.2028 2.3355
H 5.4626 -1.8797 0.6787
H 6.4598 0.2215 3.2045
H 6.3885 0.6734 1.4915
H 5.1274 2.0691 3.7694
H 5.1444 2.5679 2.0746
H 2.2354 2.9083 3.0882
H -0.2857 2.6812 2.1667
H -2.4850 2.8704 2.1916
H -5.9416 -2.1151 3.5865
H -6.3263 -2.2924 1.8611
H -4.5821 -3.9345 2.7925
H -4.1051 -3.0569 1.3431
H -3.1312 -2.6509 4.1984
H -2.1865 -2.9931 2.7560
H -0.7725 -0.8591 3.6026
H -6.6666 0.2046 1.1334
H -6.8046 0.5083 2.8726
H -5.5372 2.4526 2.5979
H -5.2451 2.0632 0.9019
H 0.2650 -0.6963 1.6896
H 2.5596 -2.3186 0.3904
H 1.8115 -2.8890 1.8748
O 1.2290 6.2539 5.5866
C 1.8186 5.7778 4.6886
C 0.8498 2.4450 5.7689
C 0.4076 3.0372 7.0343
C -1.1302 3.1426 6.8185
C -1.4044 2.7818 5.3554
N -0.1308 2.1923 4.8927
O 2.3993 5.2931 3.7886
H 1.8913 2.2298 5.5266
H 0.6690 2.4081 7.8929
H 0.8496 4.0272 7.2091
H -1.6352 2.4102 7.4568
H -1.5235 4.1374 7.0549
H -2.2038 2.0440 5.2564
H -1.6805 3.6551 4.7414
H 0.0836 2.5627 3.8668
```

Computed properties:
- HOMO energy (eV) = -5.0
- energy relative to the best compared isomer or geometry (same formula, charge and spin) (kJ/mol) = 498.0
- gap between HOMO and LUMO (eV) = 5.422

[7]
Computed, not measured: a cluster of 2 separate species, C28H33N4 in total in a non-equilibrium geometry, with ωB97M-V with the def2-TZVPD basis set.

Structure (XYZ):
```
65
C28H33N4 (ωB97M-V with the def2-TZVPD basis set)
C 5.2168 3.8374 -0.1067
N 3.9497 4.2900 -0.6476
C 3.7278 5.7164 -0.4740
C 2.8808 3.4127 -0.8096
C 1.7472 3.5172 0.0235
C 0.6462 2.7060 -0.1802
C 0.6368 1.7072 -1.1864
C -0.4631 0.8247 -1.4574
C -1.8010 1.1672 -1.3454
C -2.9431 0.3606 -1.7793
C -3.0316 -0.8015 -2.5274
C -4.3080 -1.2184 -2.9503
C -5.4711 -0.5197 -2.5888
C -5.3843 0.6545 -1.8213
C -4.1152 1.0751 -1.4406
N -3.7114 2.3002 -0.8847
C -4.5783 3.3702 -0.4397
C -2.3565 2.3664 -0.8364
C 1.7996 1.5954 -1.9966
C 2.8869 2.4267 -1.8331
H 5.2744 2.7427 -0.1091
H 6.0488 4.2536 -0.6887
H 5.3495 4.2017 0.9262
H 2.7397 5.9877 -0.8699
H 3.8029 5.9912 0.5918
H 4.5131 6.2563 -1.0249
H 1.7680 4.2263 0.8536
H -0.2154 2.8271 0.4710
H -0.2554 -0.1474 -1.9091
H -2.1190 -1.3381 -2.7992
H -4.4104 -2.1001 -3.5801
H -6.4461 -0.8921 -2.9092
H -6.2598 1.2421 -1.5578
H -5.6198 3.0713 -0.5671
H -4.3847 3.5833 0.6189
H -4.3647 4.2799 -1.0159
H -1.8455 3.2479 -0.4662
H 1.7819 0.8451 -2.7896
H 3.7283 2.3724 -2.5260
C 1.7118 -4.2016 3.6686
N 1.4113 -4.4035 2.2765
C 1.8292 -5.6611 1.6850
C 1.0437 -5.7492 0.3660
C -0.0855 -4.7165 0.4527
C 0.0805 -4.0341 1.8369
C -0.0735 -2.5294 1.7665
C 1.0183 -1.6681 1.9345
C 0.8014 -0.3003 1.7645
C -0.5057 0.1159 1.4392
N -1.4733 -0.7164 1.0636
C -1.3139 -2.0086 1.3264
H 1.3828 -3.2019 3.9735
H 1.2187 -4.9320 4.3358
H 2.7979 -4.2717 3.8227
H 2.9173 -5.6716 1.5229
H 1.5820 -6.5194 2.3409
H 1.6939 -5.4918 -0.4729
H 0.6349 -6.7471 0.2174
H 0.0187 -3.9643 -0.3389
H -1.0901 -5.1480 0.3953
H -0.6851 -4.4607 2.5329
H 1.9939 -2.0771 2.2069
H 1.6129 0.4243 1.8418
H -0.7595 1.1758 1.4573
H -2.1766 -2.6808 1.2171
```

Computed properties:
- HOMO energy (eV) = -10.3
- energy relative to the best compared isomer or geometry (same formula, charge and spin) (kJ/mol) = 173.5
- total charge = +1
- gap between HOMO and LUMO (eV) = 5.627